Entry 1:
The following is a quantum chemistry calculation of a cluster of 7 separate species, C22H46ClN8O9P in total, from the Open Molecules 2025 dataset.

Output
Gap between HOMO and LUMO, eV: 8.476

Cartesian coordinates (Å):
O1 2.60 -2.20 0.07
C1 1.84 -2.72 -0.73
O2 1.99 -3.08 -1.90
C2 0.42 -2.99 -0.20
C3 -0.68 -2.22 -0.44
N1 -1.73 -2.85 0.23
P1 -3.40 -2.22 0.28
O3 -3.18 -1.03 1.36
Cl1 -3.46 -1.29 -1.53
C4 -1.29 -3.94 0.85
N2 0.02 -4.02 0.59
H1 -0.76 -1.32 -1.00
H2 -2.26 -0.99 1.67
H3 -1.87 -4.61 1.44
H4 0.64 -4.73 0.94
C5 -4.50 4.22 1.52
C6 -4.09 2.79 1.78
O4 -4.10 2.31 2.91
N3 -3.68 2.05 0.72
C7 -3.57 2.46 -0.67
H5 -4.79 4.67 2.46
H6 -3.67 4.79 1.09
H7 -5.35 4.25 0.83
H8 -3.42 1.11 0.96
H9 -4.21 1.82 -1.29
H10 -2.54 2.34 -1.00
H11 -3.88 3.49 -0.80
C8 0.95 1.66 -2.78
C9 -0.44 2.05 -3.23
O5 -1.44 1.53 -2.76
N4 -0.54 3.00 -4.19
C10 0.53 3.72 -4.85
H12 0.87 0.90 -2.01
H13 1.53 1.26 -3.61
H14 1.45 2.53 -2.35
H15 -1.49 3.21 -4.45
H16 0.42 4.79 -4.67
H17 0.49 3.54 -5.93
H18 1.50 3.40 -4.48
C11 -1.07 6.09 0.03
C12 -0.11 4.93 -0.06
O6 0.11 4.36 -1.12
N5 0.50 4.53 1.08
C13 0.36 5.08 2.42
H19 -1.47 6.29 -0.96
H20 -1.89 5.86 0.71
H21 -0.55 6.99 0.38
H22 1.12 3.75 0.95
H23 1.33 5.43 2.78
H24 -0.01 4.31 3.10
H25 -0.34 5.91 2.43
C14 -4.02 3.24 5.69
C15 -3.08 3.98 6.61
O7 -2.02 4.45 6.21
N6 -3.44 4.12 7.92
C16 -4.64 3.64 8.57
H26 -3.61 3.21 4.70
H27 -4.16 2.21 6.04
H28 -4.99 3.74 5.65
H29 -2.77 4.62 8.47
H30 -5.20 4.48 8.99
H31 -4.38 2.96 9.38
H32 -5.28 3.11 7.87
C17 5.48 -3.61 -0.40
C18 6.34 -4.84 -0.24
O8 6.65 -5.30 0.85
N7 6.78 -5.44 -1.38
C19 6.52 -5.04 -2.76
H33 5.21 -3.24 0.58
H34 6.03 -2.83 -0.92
H35 4.57 -3.84 -0.95
H36 7.35 -6.25 -1.22
H37 6.01 -5.85 -3.29
H38 7.46 -4.83 -3.27
H39 5.90 -4.15 -2.79
C20 2.11 -5.22 -4.26
C21 3.10 -6.23 -4.76
O9 3.86 -6.01 -5.69
N8 3.14 -7.44 -4.12
C22 2.34 -7.88 -2.99
H40 2.20 -4.32 -4.85
H41 1.09 -5.60 -4.35
H42 2.31 -4.96 -3.22
H43 3.83 -8.07 -4.50
H44 2.99 -8.13 -2.15
H45 1.77 -8.77 -3.27
H46 1.65 -7.10 -2.69

***

Entry 2:
The following is a quantum chemistry calculation of the ion C3H8N3O with charge +1, from the Open Molecules 2025 dataset.

Output
SMILES string: C/N=C(\N)OC=[NH2+]
Net charge: +1
Energy relative to the best compared isomer or geometry (same formula, charge and spin), eV: 1.626
Gap between HOMO and LUMO, eV: 9.343

Cartesian coordinates (Å):
C1 1.57 2.09 -0.03
N1 0.71 0.88 -0.31
C2 0.55 -0.22 0.29
N2 1.16 -0.88 1.26
O1 -0.46 -1.18 -0.18
C3 -1.61 -0.72 -0.52
N3 -2.53 -1.57 -0.89
H1 1.12 2.97 0.58
H2 2.52 1.71 0.43
H3 1.74 2.44 -0.98
H4 2.01 -0.42 1.61
H5 0.69 -1.65 1.70
H6 -1.69 0.43 -0.63
H7 -3.43 -1.33 -1.36
H8 -2.37 -2.54 -0.97

***

Entry 3:
The following is a quantum chemistry calculation of a cluster of 6 separate species, C29H61F6N3O5 in total, from the Open Molecules 2025 dataset.

Output
Net charge: +1
Gap between HOMO and LUMO (alpha / beta), eV: 7.247 / 2.350
Multiplicity: 2

Cartesian coordinates (Å):
C1 1.30 5.99 -1.39
C2 0.69 5.07 -0.42
N1 -0.55 4.51 -0.87
C3 -0.42 3.72 -2.14
C4 -1.85 3.37 -2.71
C5 -1.19 3.70 0.18
C6 -1.82 4.66 1.30
H1 2.14 6.62 -1.10
H2 0.53 6.73 -1.61
H3 1.57 5.49 -2.32
H4 1.27 4.19 -0.16
H5 0.53 5.59 0.52
H6 0.10 4.35 -2.87
H7 0.25 2.86 -2.09
H8 -2.61 4.08 -2.42
H9 -1.81 3.33 -3.80
H10 -2.34 2.48 -2.31
H11 -0.50 3.03 0.69
H12 -2.03 3.07 -0.12
H13 -1.11 5.27 1.86
H14 -2.34 4.11 2.09
H15 -2.58 5.22 0.75
C7 3.52 6.11 3.50
C8 4.08 4.70 3.59
N2 3.27 3.72 4.38
C9 1.77 3.79 4.15
C10 1.29 3.45 2.68
C11 3.61 3.88 5.83
C12 3.20 2.67 6.66
H16 2.86 6.49 4.28
H17 3.02 6.05 2.54
H18 4.44 6.68 3.37
H19 4.34 4.31 2.60
H20 5.06 4.77 4.06
H21 1.10 3.17 4.74
H22 1.50 4.83 4.35
H23 0.23 3.18 2.69
H24 1.45 4.29 2.01
H25 1.94 2.64 2.34
H26 3.22 4.82 6.22
H27 4.69 4.04 5.87
H28 3.46 2.76 7.71
H29 3.69 1.79 6.23
H30 2.11 2.59 6.64
C13 -6.16 -5.19 -0.25
C14 -5.41 -4.31 -1.27
N3 -4.83 -3.14 -0.67
C15 -3.91 -2.42 -1.59
C16 -3.10 -1.30 -0.95
C17 -5.82 -2.20 -0.02
C18 -6.77 -1.49 -1.05
H31 -5.55 -5.30 0.65
H32 -6.20 -6.22 -0.63
H33 -7.15 -4.86 0.07
H34 -4.59 -4.85 -1.74
H35 -6.10 -4.04 -2.07
H36 -3.21 -3.19 -1.92
H37 -4.39 -2.04 -2.49
H38 -2.23 -1.25 -1.61
H39 -3.62 -0.36 -0.77
H40 -2.65 -1.63 -0.01
H41 -5.30 -1.50 0.63
H42 -6.41 -2.74 0.71
H43 -7.46 -0.73 -0.69
H44 -7.36 -2.17 -1.65
H45 -6.16 -0.86 -1.71
C19 4.01 -2.35 -4.21
C20 5.28 -2.49 -3.43
O1 6.34 -2.62 -4.30
C21 6.76 -3.78 -4.82
O2 6.31 -4.90 -4.52
C22 7.66 -3.63 -6.06
F1 7.98 -2.39 -6.35
F2 8.79 -4.28 -5.88
F3 7.06 -4.22 -7.10
H46 4.07 -3.17 -4.93
H47 3.79 -1.39 -4.68
H48 3.17 -2.41 -3.53
H49 5.30 -3.27 -2.66
H50 5.36 -1.51 -2.96
C23 -1.25 -4.31 0.98
C24 -2.17 -5.26 0.21
O3 -2.45 -6.26 1.15
C25 -2.77 -7.55 0.74
O4 -2.61 -7.96 -0.39
C26 -3.18 -8.45 1.86
F4 -2.61 -8.09 2.98
F5 -4.48 -8.20 2.09
F6 -2.89 -9.72 1.47
H51 -0.39 -4.81 1.43
H52 -1.78 -3.70 1.71
H53 -0.84 -3.58 0.28
H54 -1.77 -5.71 -0.70
H55 -3.09 -4.75 -0.05
C27 2.56 1.13 -0.65
C28 1.52 0.03 -1.04
O5 1.90 -0.90 -1.76
C29 0.12 0.02 -0.47
H56 3.46 0.78 -1.16
H57 2.75 1.17 0.42
H58 2.15 2.05 -1.08
H59 -0.49 0.59 -1.17
H60 -0.04 0.51 0.49
H61 -0.27 -0.99 -0.45

***

Entry 4:
The following is a quantum chemistry calculation of a cluster of 2 separate species, C4H14N2O in total, from the Open Molecules 2025 dataset.

Output
Net charge: +1
Energy relative to the best compared isomer or geometry (same formula, charge and spin), eV: 0.000
Gap between HOMO and LUMO (alpha / beta), eV: 12.054 / 8.992
Multiplicity: 2

Cartesian coordinates (Å):
N1 0.71 -1.89 -0.41
C1 -0.10 -1.87 0.87
O1 -0.60 -3.03 1.26
H1 0.09 -2.24 -1.14
H2 1.40 -2.63 -0.30
H3 0.55 -1.45 1.66
H4 -0.90 -1.13 0.73
C2 0.65 1.63 -0.09
C3 -0.66 1.66 -0.87
C4 -1.78 2.25 -0.04
N2 1.59 0.62 -0.65
H5 1.13 2.60 -0.11
H6 0.48 1.38 0.95
H7 -0.92 0.64 -1.18
H8 -0.52 2.23 -1.79
H9 -2.01 1.62 0.83
H10 -1.51 3.24 0.35
H11 -2.69 2.37 -0.62
H12 1.21 -0.47 -0.55
H13 1.74 0.78 -1.65
H14 2.50 0.67 -0.20

***

Entry 5:
The following is a quantum chemistry calculation of the molecule C4H5NO, from the Open Molecules 2025 dataset.

Output
Energy relative to the best compared isomer or geometry (same formula, charge and spin), eV: 5.102
Gap between HOMO and LUMO (alpha / beta), eV: 8.737 / 7.751

Cartesian coordinates (Å):
O1 1.29 0.01 2.38
C1 0.54 0.32 1.53
C2 0.76 -0.70 -0.90
C3 -0.33 0.26 -0.76
N1 -1.59 -0.28 -0.43
C4 -0.24 0.93 0.63
H1 1.74 -0.54 -0.44
H2 0.61 -1.61 -1.48
H3 -0.42 1.02 -1.56
H4 -1.39 -1.12 0.13
H5 -0.97 1.70 0.90

***

Sequential molar mass output: 633.1 102.1 645.8 106.2 83.1 g mol⁻¹
Sequential strongest force on any atom output: 1.2 3.8 4.7 1.2 1.7 eV/Å